[1]
ORCA calculation (ωB97M-V with the def2-TZVPD basis set) on the molecule C20H34N6O2.

Geometry as XYZ:
```
62
C20H34N6O2 (ωB97M-V with the def2-TZVPD basis set)
C -4.284 4.328 3.036
C -4.059 2.854 2.871
C -5.062 1.989 2.746
C -4.887 0.510 2.554
C -3.451 0.156 2.165
C -3.222 -1.340 2.293
O -3.344 -1.873 3.385
N -2.895 -2.055 1.173
C -2.599 -3.471 1.316
C -2.790 -1.526 -0.176
C -1.355 -1.202 -0.604
C -0.893 0.222 -0.291
C -1.584 1.271 -1.146
N 0.549 0.330 -0.482
C 1.407 -0.096 0.489
O 1.022 -0.582 1.532
C 2.849 0.058 0.143
C 3.459 0.019 -1.086
N 4.771 0.174 -0.813
C 5.913 0.186 -1.711
C 6.005 -1.082 -2.544
N 4.963 -1.181 -3.557
C 4.812 -2.556 -4.006
C 5.226 -0.305 -4.686
N 4.961 0.307 0.511
N 3.811 0.232 1.091
C -2.476 0.900 3.081
C -2.621 2.400 2.871
H -3.758 4.890 2.259
H -5.343 4.580 2.986
H -3.889 4.676 3.994
H -6.082 2.360 2.781
H -5.145 -0.032 3.469
H -5.580 0.160 1.782
H -3.278 0.508 1.148
H -2.694 -3.736 2.363
H -3.298 -4.067 0.723
H -1.582 -3.689 0.981
H -3.187 -2.299 -0.839
H -3.450 -0.668 -0.295
H -0.677 -1.899 -0.109
H -1.253 -1.359 -1.684
H -1.075 0.425 0.767
H -2.667 1.236 -1.022
H -1.251 2.273 -0.872
H -1.367 1.107 -2.205
H 0.905 0.868 -1.253
H 3.112 -0.151 -2.090
H 5.866 1.076 -2.339
H 6.783 0.276 -1.064
H 7.011 -1.136 -2.993
H 5.905 -1.934 -1.868
H 4.007 -2.614 -4.738
H 5.729 -2.948 -4.474
H 4.556 -3.195 -3.161
H 4.417 -0.396 -5.411
H 5.272 0.737 -4.370
H 6.173 -0.553 -5.192
H -2.710 0.629 4.113
H -1.449 0.575 2.895
H -2.157 2.694 1.919
H -2.069 2.941 3.645
```

Computed properties:
HOMO level in eV: -8.71
Charge: 0
Largest force on an atom in eV/A: 0.193
LUMO level in eV: 0.377
ΔE to the lowest compared entry with this formula, charge and spin in eV: 1.117
E in eV: -34327.2470
SMILES string: CC1=CC[C@H](C(=O)N(C)CC[C@H](C)NC(=O)c2cn(CCN(C)C)nn2)CC1

Atomic partial charges in e from the Mulliken method, atoms 1 to 8: -1.520 0.958 -0.835 -1.142 1.989 0.117 -0.706 0.163

=====

[2]
ORCA calculation (ωB97M-V with the def2-TZVPD basis set) on a cluster of 3 separate species, C20H35BFO7 in total at a distorted geometry.

Geometry as XYZ:
```
64
C20H35BFO7 (ωB97M-V with the def2-TZVPD basis set)
C 2.301 3.274 0.157
C 2.313 1.850 0.054
C 2.770 0.241 0.063
C 1.420 -0.683 0.170
C 0.774 -0.958 -1.325
B -0.879 -1.225 -1.231
F -1.207 -2.395 -0.346
C -1.362 -1.586 -2.796
O -2.500 -0.717 -3.167
C -2.055 0.603 -3.640
C -2.870 1.744 -2.729
O -4.345 1.646 -2.986
C -4.965 2.585 -2.031
C -5.563 1.735 -0.725
O -5.446 0.286 -0.958
C -6.384 -0.477 -0.099
C -5.966 -2.078 -0.270
H 2.560 4.439 0.125
H 3.452 0.041 1.014
H 3.400 0.076 -0.922
H 1.695 -1.734 0.660
H 0.639 -0.162 0.889
H 1.306 -1.931 -1.765
H 0.983 -0.090 -2.093
H -1.462 -0.252 -0.922
H -0.435 -1.409 -3.512
H -1.616 -2.747 -2.889
H -2.346 0.722 -4.775
H -0.918 0.831 -3.481
H -2.546 2.841 -3.045
H -2.701 1.549 -1.577
H -5.873 3.188 -2.483
H -4.151 3.322 -1.567
H -6.692 1.989 -0.525
H -4.921 2.030 0.231
H -7.512 -0.330 -0.456
H -6.300 -0.195 1.035
H -4.810 -2.201 -0.072
H -6.576 -2.744 0.476
H -6.136 -2.367 -1.411
O 0.634 2.248 3.460
C 0.201 1.183 3.869
O -0.241 0.172 3.065
C -0.775 -0.873 3.877
C -0.145 -0.686 5.232
C 0.031 0.810 5.311
H -1.865 -0.768 3.907
H -0.525 -1.844 3.441
H -0.745 -1.099 6.047
H 0.838 -1.173 5.254
H -0.861 1.304 5.705
H 0.914 1.079 5.894
O 6.746 -3.277 -0.006
C 6.964 -2.082 -0.121
O 6.970 -1.197 0.919
C 7.149 0.123 0.409
C 7.795 -0.056 -0.940
C 7.215 -1.365 -1.413
H 6.169 0.607 0.340
H 7.782 0.699 1.090
H 7.606 0.778 -1.622
H 8.880 -0.156 -0.822
H 6.264 -1.224 -1.934
H 7.923 -1.915 -2.038
```

Computed properties:
HOMO level in eV: -4.16
Charge: -1
Largest force on an atom in eV/A: 9.711
LUMO level in eV: 2.441
E in eV: -39026.0124

Atomic partial charges in e from the Mulliken method, atoms 1 to 8: -0.634 -0.157 -0.047 0.004 -0.742 1.085 -0.467 -0.570

=====

[3]
ORCA calculation (ωB97M-V with the def2-TZVPD basis set) on a cluster of 3 separate species, C20H35Cl2N2O6 in total at a distorted geometry.

Geometry as XYZ:
```
65
C20H35Cl2N2O6 (ωB97M-V with the def2-TZVPD basis set)
C 7.849 0.412 -1.476
C 6.541 1.146 -1.279
Cl 6.071 1.280 0.409
C 5.786 1.662 -2.259
Cl 6.419 1.537 -3.997
N 4.604 2.290 -2.114
C 3.626 1.355 -1.739
C 3.461 0.211 -2.559
C 2.525 -0.721 -2.175
C 1.837 -0.418 -1.009
C 2.018 0.722 -0.286
N 2.924 1.638 -0.642
H 7.735 -0.611 -1.089
H 8.086 0.315 -2.534
H 8.655 0.922 -0.938
H 4.052 0.043 -3.449
H 2.360 -1.638 -2.728
H 1.100 -1.139 -0.648
H 1.450 0.908 0.625
C -4.383 5.966 -0.729
O -3.419 5.495 0.182
C -3.827 4.306 0.840
C -2.629 3.481 1.265
O -2.016 2.763 0.207
C -1.255 3.515 -0.738
C 0.057 4.036 -0.197
O -0.152 5.185 0.619
C 0.847 5.330 1.604
H -5.298 6.273 -0.207
H -3.962 6.829 -1.243
H -4.620 5.201 -1.477
H -4.463 3.701 0.184
H -4.399 4.598 1.733
H -2.989 2.714 1.956
H -1.898 4.083 1.809
H -1.853 4.316 -1.176
H -1.023 2.810 -1.539
H 0.704 4.333 -1.030
H 0.554 3.245 0.373
H 0.891 4.442 2.245
H 0.585 6.188 2.223
H 1.825 5.504 1.146
C -2.279 -2.389 -0.711
O -1.645 -3.455 -0.037
C -1.194 -3.084 1.258
C -1.144 -4.292 2.168
O -2.418 -4.708 2.651
C -3.286 -5.344 1.723
C -2.859 -6.748 1.343
O -1.802 -6.717 0.399
C -0.975 -7.855 0.470
H -1.571 -1.580 -0.915
H -2.665 -2.770 -1.655
H -3.123 -2.010 -0.122
H -1.854 -2.328 1.697
H -0.183 -2.668 1.152
H -0.582 -4.007 3.061
H -0.608 -5.122 1.706
H -3.445 -4.724 0.840
H -4.245 -5.422 2.242
H -3.707 -7.271 0.880
H -2.553 -7.290 2.246
H -0.546 -7.960 1.474
H -0.160 -7.721 -0.239
H -1.533 -8.762 0.208
```

Computed properties:
HOMO level in eV: -3.49
Charge: -1
Largest force on an atom in eV/A: 2.781
LUMO level in eV: 2.364
E in eV: -61614.6137

Atomic partial charges in e from the Mulliken method, atoms 1 to 8: -1.117 0.425 -0.253 0.080 -0.325 -0.709 0.313 -0.296

=====

[4]
ORCA calculation (ωB97M-V with the def2-TZVPD basis set) on a structure of composition C20H35Cl2N2OPV at a distorted geometry.

Geometry as XYZ:
```
62
C20H35Cl2N2OPV (ωB97M-V with the def2-TZVPD basis set)
V -0.283 0.171 -0.013
Cl 1.637 -0.479 -0.872
Cl -2.089 -0.979 0.342
H 0.011 1.620 1.285
H 0.667 1.180 1.364
P 0.231 0.158 -4.257
C 1.895 -0.401 -5.032
C -0.915 -0.698 -5.475
C 0.252 1.896 -5.048
C 2.497 -1.470 -4.131
H 2.500 0.518 -4.953
C 1.957 -0.852 -6.490
H 1.420 -1.782 -6.671
H 3.002 -1.062 -6.732
H 1.638 -0.115 -7.226
H 2.513 -1.142 -3.092
H 3.524 -1.682 -4.441
H 1.931 -2.402 -4.190
H 1.266 2.239 -4.783
C -0.770 2.766 -4.324
C 0.127 2.033 -6.563
H 0.964 1.625 -7.129
H 0.113 3.098 -6.807
H -0.801 1.624 -6.961
H -0.655 2.688 -3.242
H -1.792 2.492 -4.592
H -0.625 3.812 -4.606
C -0.931 -2.200 -5.226
H -0.505 -0.527 -6.474
C -2.329 -0.130 -5.453
H 0.017 -2.703 -5.436
H -1.678 -2.665 -5.877
H -1.214 -2.401 -4.191
H -2.699 -0.082 -4.427
H -2.989 -0.796 -6.018
H -2.432 0.856 -5.913
C 0.987 0.021 7.896
N 1.026 0.100 6.446
N -0.050 -0.047 5.637
C 0.382 0.007 4.274
O -0.369 -0.191 3.301
C 1.787 0.290 4.379
C 2.122 0.334 5.692
C 3.455 0.607 6.308
C -1.364 -0.352 6.076
C -1.917 0.286 7.198
C -3.212 -0.057 7.623
C -3.973 -0.967 6.882
C -3.436 -1.574 5.740
C -2.123 -1.279 5.345
H 0.520 0.911 8.339
H 2.022 -0.015 8.261
H 0.473 -0.880 8.249
H 2.440 0.409 3.544
H 3.443 1.530 6.911
H 3.797 -0.232 6.934
H 4.192 0.746 5.502
H -1.340 1.020 7.735
H -3.604 0.398 8.528
H -4.994 -1.214 7.204
H -4.028 -2.281 5.165
H -1.689 -1.776 4.481
```

Computed properties:
HOMO level (alpha / beta) in eV: -7.95 / -7.48
Charge: 0
Largest force on an atom in eV/A: 2.118
2S+1: 2
LUMO level (alpha / beta) in eV: 0.172 / 0.216
E in eV: -86355.1772

Atomic partial charges in e from the Mulliken method, atoms 1 to 8: 0.616 -0.470 -0.492 0.232 -0.036 0.378 0.527 0.826

=====

[5]
ORCA calculation (ωB97M-V with the def2-TZVPD basis set) on a cluster of 6 separate species, C20H35ClN5O4 in total at a distorted geometry.

Geometry as XYZ:
```
65
C20H35ClN5O4 (ωB97M-V with the def2-TZVPD basis set)
Cl 4.211 6.318 33.052
O 2.777 6.161 33.006
O 4.639 7.407 32.255
O 4.471 6.539 34.454
O 4.797 5.064 32.659
C 7.705 7.090 25.747
C 7.415 6.951 27.243
C 8.186 5.686 27.772
C 9.599 5.624 27.581
N 10.740 5.611 27.475
H 7.139 7.922 25.328
H 7.374 6.299 25.075
H 8.766 7.279 25.587
H 6.347 6.892 27.453
H 7.698 7.880 27.737
H 7.779 4.794 27.294
H 7.944 5.593 28.831
C 0.762 6.490 28.298
C -0.431 5.619 28.791
C 0.045 4.160 29.143
C -1.097 3.258 29.468
N -2.014 2.557 29.717
H 0.504 7.426 27.803
H 1.370 6.035 27.516
H 1.341 6.761 29.181
H -1.261 5.500 28.094
H -0.883 6.043 29.687
H 0.629 4.192 30.063
H 0.657 3.692 28.371
C 3.025 -0.476 31.618
C 4.035 -0.385 30.487
C 3.910 -1.387 29.401
C 3.942 -2.799 29.774
N 3.866 -3.930 30.049
H 3.144 -1.393 32.195
H 2.017 -0.458 31.203
H 3.218 0.368 32.280
H 5.022 -0.428 30.949
H 3.907 0.609 30.058
H 4.594 -1.280 28.560
H 2.925 -1.197 28.974
C 0.946 10.253 36.510
C 1.418 11.493 35.674
C 1.252 11.318 34.146
C -0.085 11.022 33.658
N -1.140 10.770 33.245
H 1.422 9.316 36.221
H -0.138 10.139 36.489
H 1.215 10.378 37.559
H 2.429 11.797 35.946
H 0.861 12.386 35.959
H 1.786 10.448 33.761
H 1.589 12.236 33.664
C 2.123 4.542 39.656
C 0.822 4.519 38.850
C 1.010 3.685 37.557
C 1.147 2.229 37.776
N 1.311 1.110 37.995
H 2.946 4.865 39.018
H 2.287 3.542 40.057
H 1.999 5.196 40.519
H 0.510 5.500 38.490
H -0.006 4.037 39.369
H 1.834 4.015 36.925
H 0.156 3.744 36.882
```

Computed properties:
HOMO level in eV: -6.06
Charge: -1
Largest force on an atom in eV/A: 3.704
LUMO level in eV: 2.114
ΔE to the lowest compared entry with this formula, charge and spin in eV: 1.175
E in eV: -49463.7083

Atomic partial charges in e from the Mulliken method, atoms 1 to 8: 1.651 -0.675 -0.635 -0.678 -0.663 -1.156 -0.407 -0.470

=====

[6]
ORCA calculation (ωB97M-V with the def2-TZVPD basis set) on a cluster of 4 separate species, C20H35FO6 in total at a distorted geometry.

Geometry as XYZ:
```
62
C20H35FO6 (ωB97M-V with the def2-TZVPD basis set)
C 1.649 -4.623 3.176
C 0.330 -4.102 2.882
C -0.458 -2.639 2.903
C -1.608 -2.160 3.758
C -2.537 -3.066 4.769
C -3.445 -3.906 3.614
F -3.611 -3.029 2.389
C -1.597 -0.551 3.500
O -1.752 0.297 4.499
O -0.913 -0.092 2.279
C -0.330 -1.382 1.887
O -0.238 -1.668 0.599
H 2.706 -5.105 3.384
H -2.019 -3.832 5.430
H -3.361 -2.381 5.279
H -2.949 -4.893 3.278
H -4.551 -4.083 3.958
C -1.085 5.682 0.458
C 0.051 5.689 1.466
O -0.265 5.011 2.679
C -0.564 3.622 2.572
C 0.591 2.796 2.033
H -2.011 6.044 0.915
H -0.841 6.317 -0.399
H -1.279 4.673 0.081
H 0.268 6.727 1.739
H 0.970 5.284 1.030
H -1.471 3.471 1.977
H -0.797 3.276 3.586
H 0.801 3.039 0.987
H 0.357 1.728 2.088
H 1.504 2.988 2.603
C 1.109 6.374 -5.221
C 0.653 6.383 -3.772
O -0.619 5.771 -3.575
C -0.721 4.391 -3.914
C 0.196 3.499 -3.095
H 0.334 6.790 -5.873
H 2.024 6.961 -5.338
H 1.317 5.357 -5.569
H 0.550 7.423 -3.445
H 1.402 5.924 -3.118
H -0.557 4.248 -4.987
H -1.759 4.099 -3.717
H 1.248 3.687 -3.327
H -0.009 2.445 -3.303
H 0.059 3.682 -2.025
C 2.605 -7.799 -2.124
C 1.256 -7.685 -1.438
O 1.277 -6.852 -0.281
C 1.627 -5.485 -0.488
C 0.662 -4.747 -1.399
H 3.380 -8.091 -1.408
H 2.566 -8.543 -2.925
H 2.911 -6.847 -2.567
H 0.952 -8.680 -1.095
H 0.483 -7.347 -2.136
H 2.656 -5.406 -0.853
H 1.610 -5.009 0.499
H 0.712 -5.126 -2.424
H 0.901 -3.680 -1.425
H -0.369 -4.871 -1.054
```

Computed properties:
HOMO level in eV: -9.30
Charge: 0
Largest force on an atom in eV/A: 9.561
LUMO level in eV: -1.694
E in eV: -36298.0118
SMILES string: C#CC1=C(CCF)C(=O)OC1=O.CCOCC.CCOCC.CCOCC

Atomic partial charges in e from the Mulliken method, atoms 1 to 8: -0.189 -0.644 0.634 0.339 -0.586 -0.215 -0.318 0.258

=====

[7]
ORCA calculation (ωB97M-V with the def2-TZVPD basis set) on a cluster of 6 separate species, C20H35IN7O3 in total at a distorted geometry.

Geometry as XYZ:
```
66
C20H35IN7O3 (ωB97M-V with the def2-TZVPD basis set)
C -2.896 0.091 2.973
O -1.781 -0.599 2.383
C -1.730 -0.256 0.989
C -0.683 -1.085 0.200
C 0.814 -0.690 0.453
C 1.053 0.832 0.729
C 0.712 1.757 -0.511
C 1.197 3.229 -0.216
C 0.393 4.329 -1.011
C -1.103 4.539 -0.543
N -1.245 3.873 0.793
N -2.124 3.914 -1.409
I -2.176 4.694 -3.311
C -1.358 6.073 -0.261
O -2.394 6.665 -0.595
O -0.446 6.702 0.392
H -3.634 -0.609 3.431
H -3.434 0.683 2.198
H -2.539 0.786 3.769
H -1.634 0.846 0.844
H -2.739 -0.526 0.564
H -0.808 -2.151 0.532
H -0.934 -1.099 -0.891
H 1.390 -0.948 -0.493
H 1.320 -1.262 1.282
H 0.455 1.234 1.583
H 2.128 1.050 0.972
H -0.401 1.715 -0.622
H 1.223 1.328 -1.403
H 1.294 3.448 0.866
H 2.242 3.276 -0.636
H 1.008 5.258 -0.922
H 0.484 4.029 -2.091
H -1.756 4.515 1.396
H -1.743 2.992 0.675
H -1.936 2.917 -1.538
C -6.996 0.690 1.302
C -5.770 1.337 0.848
N -4.805 1.846 0.491
H -7.434 1.218 2.150
H -7.746 0.660 0.512
H -6.811 -0.338 1.617
C 0.543 -4.271 -1.598
C 1.665 -3.361 -1.801
N 2.548 -2.644 -1.959
H -0.090 -3.948 -0.771
H -0.088 -4.332 -2.487
H 0.884 -5.282 -1.372
C 3.700 -1.689 3.442
C 2.716 -2.766 3.532
N 1.945 -3.614 3.605
H 3.920 -1.432 2.406
H 3.348 -0.782 3.933
H 4.644 -1.965 3.913
C 0.754 -2.720 -5.460
C -0.225 -3.799 -5.370
N -0.994 -4.648 -5.296
H 0.970 -2.460 -6.497
H 0.398 -1.814 -4.967
H 1.699 -2.995 -4.989
C 5.705 -4.185 0.582
C 6.099 -2.833 0.964
N 6.408 -1.769 1.265
H 4.637 -4.242 0.372
H 6.234 -4.515 -0.312
H 5.922 -4.901 1.375
```

Computed properties:
HOMO level in eV: -3.94
Charge: -1
Largest force on an atom in eV/A: 3.328
LUMO level in eV: 1.833
E in eV: -45979.5874

Atomic partial charges in e from the Mulliken method, atoms 1 to 8: -0.378 -0.404 0.379 -0.517 0.106 -1.022 0.322 -0.967